# 1
{
  "formula": "C52H48BrCaGeNSSb",
  "method": "wB97M-V/def2-TZVPD",
  "species": ["Ca", "C", "C", "C", "C", "C", "Br", "N", "C", "H", "H", "H", "H", "H", "H", "C", "C", "C", "C", "C", "C", "Ge", "C", "C", "C", "C", "C", "C", "C", "C", "C", "C", "C", "C", "H", "H", "H", "H", "H", "H", "H", "H", "H", "H", "H", "H", "H", "H", "H", "S", "Sb", "C", "C", "C", "C", "C", "C", "C", "C", "C", "C", "C", "C", "C", "C", "C", "C", "C", "C", "H", "H", "H", "H", "H", "H", "H", "H", "H", "H", "H", "H", "H", "H", "H", "C", "C", "C", "C", "C", "C", "C", "C", "C", "C", "H", "H", "H", "H", "H", "H", "H", "H", "H", "H", "H", "H"],
  "xyz": [[0.914, -0.201, 0.400], [1.160, 0.163, 6.406], [1.935, 0.254, 5.130], [3.287, 0.571, 5.102], [3.956, 0.653, 3.897], [3.215, 0.417, 2.751], [4.080, 0.486, 1.064], [1.930, 0.129, 2.735], [1.312, 0.038, 3.911], [1.825, 0.164, 7.268], [0.566, -0.748, 6.444], [0.480, 1.007, 6.512], [3.822, 0.751, 6.025], [5.004, 0.893, 3.836], [0.261, -0.215, 3.872], [3.311, 4.373, 3.967], [3.817, 4.498, 2.684], [3.080, 4.055, 1.594], [1.826, 3.469, 1.752], [1.338, 3.354, 3.055], [2.059, 3.802, 4.150], [0.814, 2.658, 0.241], [1.745, 3.405, -1.354], [2.797, 2.696, -1.928], [3.502, 3.180, -3.022], [3.153, 4.399, -3.580], [2.103, 5.120, -3.034], [1.415, 4.629, -1.935], [-0.883, 3.684, 0.211], [-1.790, 3.411, -0.813], [-2.990, 4.093, -0.928], [-3.325, 5.065, 0.003], [-2.445, 5.345, 1.037], [-1.239, 4.665, 1.134], [3.881, 4.724, 4.816], [4.788, 4.947, 2.528], [3.499, 4.164, 0.601], [0.364, 2.899, 3.227], [1.646, 3.706, 5.146], [3.089, 1.732, -1.516], [4.321, 2.607, -3.436], [3.693, 4.783, -4.435], [1.822, 6.072, -3.464], [0.600, 5.212, -1.523], [-1.560, 2.644, -1.547], [-3.667, 3.858, -1.739], [-4.261, 5.598, -0.077], [-2.695, 6.101, 1.769], [-0.564, 4.916, 1.944], [0.928, -2.758, 1.422], [-0.012, -3.017, -0.719], [-1.770, -3.774, -1.657], [-2.307, -3.223, -2.812], [-3.406, -3.813, -3.423], [-3.989, -4.937, -2.865], [-3.460, -5.488, -1.708], [-2.340, -4.924, -1.119], [1.016, -4.878, -1.193], [1.648, -5.645, -0.224], [2.288, -6.828, -0.570], [2.310, -7.248, -1.889], [1.683, -6.485, -2.865], [1.036, -5.314, -2.514], [1.239, -1.831, -2.005], [2.592, -1.806, -1.666], [3.499, -1.100, -2.446], [3.066, -0.421, -3.569], [1.721, -0.424, -3.905], [0.812, -1.124, -3.127], [-1.900, -2.321, -3.241], [-3.814, -3.383, -4.326], [-4.852, -5.388, -3.332], [-3.911, -6.369, -1.272], [-1.914, -5.388, -0.236], [1.650, -5.308, 0.805], [2.772, -7.420, 0.195], [2.812, -8.165, -2.158], [1.699, -6.807, -3.898], [0.536, -4.741, -3.292], [2.936, -2.362, -0.796], [4.546, -1.093, -2.176], [3.771, 0.127, -4.176], [1.376, 0.125, -4.769], [-0.233, -1.093, -3.396], [-1.847, -0.050, 1.699], [-2.432, -0.955, 0.603], [-2.810, -2.280, 1.294], [-1.352, -1.145, -0.443], [-3.673, -0.343, -0.028], [-4.122, 0.932, 0.281], [-5.262, 1.449, -0.326], [-5.969, 0.694, -1.242], [-5.527, -0.584, -1.560], [-4.393, -1.095, -0.957], [-1.015, -0.588, 2.160], [-2.568, 0.124, 2.502], [-1.519, 0.926, 1.332], [-1.935, -2.738, 1.760], [-3.257, -2.993, 0.603], [-3.548, -2.063, 2.070], [-1.642, -0.715, -1.409], [-3.579, 1.553, 0.976], [-5.586, 2.448, -0.076], [-6.855, 1.099, -1.711], [-6.072, -1.187, -2.275], [-4.060, -2.091, -1.211]],
  "spin_multiplicity": 2,
  "charge": 0
}



# 2
{
  "formula": "C55H53N7O4P2Y",
  "method": "wB97M-V/def2-TZVPD",
  "species": ["Y", "O", "C", "N", "C", "C", "C", "C", "C", "C", "N", "C", "O", "C", "C", "C", "C", "C", "N", "C", "C", "C", "C", "C", "N", "H", "H", "H", "H", "H", "H", "H", "H", "H", "H", "H", "H", "C", "C", "P", "C", "C", "C", "C", "C", "C", "C", "C", "C", "C", "C", "C", "C", "P", "C", "C", "C", "C", "C", "C", "C", "C", "C", "C", "C", "C", "H", "H", "H", "H", "H", "H", "H", "H", "H", "H", "H", "H", "H", "H", "H", "H", "H", "H", "H", "H", "H", "H", "H", "H", "H", "H", "O", "H", "H", "N", "C", "C", "C", "C", "C", "N", "C", "H", "H", "H", "H", "C", "N", "C", "C", "C", "O", "H", "H", "H", "H", "H", "H", "H", "H", "H"],
  "xyz": [[-0.865, 1.679, 0.218], [-2.527, 3.820, 3.741], [-1.922, 3.261, 2.836], [-2.405, 2.446, 1.847], [-3.739, 2.239, 1.583], [-4.785, 2.724, 2.388], [-6.104, 2.368, 2.144], [-6.462, 1.708, 0.984], [-5.463, 1.441, 0.057], [-4.076, 1.556, 0.370], [-3.085, 1.218, -0.541], [-3.272, 1.502, -1.921], [-4.172, 1.075, -2.625], [-2.291, 2.426, -2.483], [-2.186, 2.602, -3.875], [-1.364, 3.619, -4.323], [-0.772, 4.479, -3.416], [-0.843, 4.168, -2.083], [-1.408, 3.053, -1.629], [-0.457, 3.499, 2.743], [0.207, 4.063, 3.829], [1.587, 4.065, 3.899], [2.359, 3.549, 2.866], [1.648, 3.112, 1.790], [0.305, 3.077, 1.674], [-4.552, 3.270, 3.297], [-6.884, 2.695, 2.890], [-7.525, 1.413, 0.827], [-5.718, 1.186, -0.991], [-2.777, 2.003, -4.552], [-1.188, 3.777, -5.373], [-0.255, 5.363, -3.765], [-0.429, 4.853, -1.352], [-0.406, 4.438, 4.662], [2.074, 4.579, 4.728], [3.437, 3.465, 2.942], [2.193, 2.717, 0.935], [0.404, -0.508, -4.413], [-0.414, -1.120, -3.309], [0.381, -2.686, -2.695], [-0.410, -2.702, -1.024], [0.519, -3.006, 0.080], [0.195, -3.329, 1.364], [-1.165, -3.215, 1.905], [-2.440, -2.498, 0.323], [-1.746, -2.467, -0.959], [-0.577, -4.025, -3.569], [-0.840, -4.055, -4.953], [-1.431, -5.186, -5.557], [-1.756, -6.282, -4.783], [-1.428, -6.299, -3.433], [-0.843, -5.182, -2.851], [1.401, 0.616, -3.976], [1.854, 0.878, -2.166], [2.906, 2.345, -2.455], [4.031, 2.264, -3.283], [4.811, 3.389, -3.547], [4.614, 4.556, -2.798], [3.570, 4.621, -1.882], [2.687, 3.535, -1.771], [3.091, -0.394, -1.917], [3.983, -0.252, -0.832], [5.104, -1.070, -0.746], [5.315, -2.148, -1.610], [4.293, -2.468, -2.516], [3.247, -1.575, -2.675], [-0.244, -0.130, -5.235], [0.971, -1.307, -4.931], [-1.437, -1.421, -3.580], [-0.451, -0.486, -2.415], [1.574, -3.042, -0.178], [0.981, -3.663, 1.995], [-1.146, -3.331, 3.007], [-3.454, -2.083, 0.174], [-2.258, -2.108, -1.840], [-0.684, -3.167, -5.593], [-1.575, -5.181, -6.645], [-2.129, -7.209, -5.227], [-1.567, -7.217, -2.833], [-0.665, -5.243, -1.778], [0.935, 1.563, -4.311], [2.276, 0.524, -4.647], [4.265, 1.321, -3.716], [5.605, 3.421, -4.279], [5.248, 5.384, -2.926], [3.403, 5.522, -1.300], [1.814, 3.609, -1.134], [3.720, 0.491, -0.081], [5.781, -0.818, 0.100], [6.234, -2.766, -1.543], [4.376, -3.292, -3.174], [2.611, -1.706, -3.540], [-0.002, 0.022, 1.310], [0.644, 0.128, 2.095], [-0.540, -0.845, 1.325], [-4.952, -0.256, 4.604], [-4.446, -0.932, 3.827], [-3.729, -1.706, 2.860], [-4.160, -3.096, 2.726], [-3.504, -4.059, 2.029], [-2.367, -3.822, 1.116], [-1.634, -1.796, 1.480], [-2.559, -1.131, 2.381], [-5.037, -3.332, 3.360], [-3.809, -5.095, 2.106], [-2.072, -4.675, 0.528], [-2.352, -0.099, 2.664], [3.723, -0.500, 6.588], [3.068, -0.692, 5.276], [3.995, -1.126, 4.245], [1.805, -0.227, 4.954], [0.843, 0.050, 6.093], [1.471, -0.040, 3.764], [4.510, 0.258, 6.531], [4.181, -1.474, 6.968], [2.966, -0.133, 7.306], [4.896, -0.547, 4.294], [3.501, -0.971, 3.252], [4.288, -2.200, 4.347], [1.095, 0.973, 6.653], [0.953, -0.735, 6.877], [-0.191, 0.152, 5.800]],
  "charge": 1
}



no.,DFT total energy (Eh)
1,-8032.0016
2,-3532.7395